No. 1
Molecular formula: C34H39BaBrN8O3S3
Method: DFT, ωB97M-V/def2-TZVPD

Values from the calculation:
Orbital gap, eV: 3.121
E_HOMO, eV: -0.12
DFT total energy, eV: -157199.7999
Total charge: -2
Molar mass, g/mol: 921.2
Energy above the lowest of the compared OMol25 structures with the same formula, charge and spin, kJ/mol: 56.73

Each line ends with the Löwdin charge.
Element x y z (Å)
Ba (-0.38860, 0.22057, 0.50836)  1.8383
N (3.03054, 1.88915, -1.28195)  0.0386
C (2.76287, 2.55293, -2.53954)  -0.2761
C (1.62620, 2.02594, -3.42028)  -0.2047
N (0.27478, 2.06498, -2.86879)  -0.1463
C (-0.59737, 1.34083, -3.77830)  -0.2172
C (-2.06377, 1.24128, -3.38845)  -0.2632
N (-2.24352, 0.60665, -2.08226)  -0.0147
C (-0.19045, 3.43003, -2.61709)  -0.1928
C (-0.99169, 3.59246, -1.32853)  -0.2806
N (-0.23468, 3.08247, -0.19901)  -0.1351
H (2.38803, 2.16532, -0.54842)  0.0392
H (2.99533, 0.87840, -1.36775)  0.0248
H (3.65989, 2.48248, -3.16861)  0.0992
H (2.63496, 3.61955, -2.34140)  0.0964
H (1.84803, 0.98255, -3.66448)  0.1036
H (1.66434, 2.58603, -4.37905)  0.1161
H (-0.20116, 0.32612, -3.88217)  0.1032
H (-0.56855, 1.79972, -4.78852)  0.1182
H (-2.54972, 0.68174, -4.20028)  0.1049
H (-2.52401, 2.23313, -3.37099)  0.0966
H (-1.62749, -0.20473, -2.06125)  0.0150
H (-3.19454, 0.27854, -1.96338)  0.0668
H (-0.76595, 3.80687, -3.48067)  0.1143
H (0.68178, 4.07973, -2.52992)  0.1043
H (-1.93464, 3.04391, -1.39767)  0.0741
H (-1.24628, 4.65885, -1.22951)  0.1120
H (-0.64094, 3.41038, 0.69804)  -0.1014
H (0.68765, 3.50898, -0.15376)  -0.0039
C (-0.21678, 1.01587, 5.03996)  -0.0601
O (0.49503, -0.16917, 5.45797)  -0.1015
C (1.59184, -0.53521, 4.72677)  -0.2265
C (2.69345, -0.95135, 5.43454)  -0.0287
C (3.89234, -1.29611, 4.79322)  -0.1303
C (3.95436, -1.20193, 3.42615)  -0.0928
C (2.83788, -0.81870, 2.65795)  -0.1390
C (3.00303, -0.93585, 1.22129)  -0.1006
N (2.09061, -0.86973, 0.32151)  -0.1350
N (2.50416, -1.20045, -0.97217)  0.0169
C (1.49552, -1.42241, -1.77993)  -0.5379
O (0.23896, -1.37872, -1.52628)  -0.2850
C (1.88518, -1.81569, -3.18031)  -0.1568
C (3.19273, -1.68451, -3.64855)  -0.0431
C (3.51087, -2.02346, -4.95398)  -0.0995
C (2.52916, -2.50695, -5.81371)  -0.1190
C (1.22827, -2.64585, -5.35269)  -0.1015
C (0.90970, -2.29764, -4.04583)  -0.0478
C (1.60583, -0.48019, 3.29521)  -0.3151
O (0.54617, -0.17577, 2.63625)  -0.4103
H (-0.85943, 1.27547, 5.87897)  0.0847
H (-0.80759, 0.84376, 4.14805)  0.0576
H (0.47075, 1.84240, 4.84765)  0.0752
H (2.61570, -0.96146, 6.51578)  0.1065
H (4.75641, -1.59666, 5.37257)  0.0792
H (4.87511, -1.44860, 2.90626)  0.0928
H (4.01186, -1.20678, 0.89035)  0.1128
H (3.94364, -1.30901, -2.96600)  0.1047
H (4.52867, -1.90621, -5.30705)  0.0919
H (2.77826, -2.76903, -6.83527)  0.0871
H (0.45664, -3.02125, -6.01510)  0.0905
H (-0.10166, -2.38681, -3.67022)  0.1062
Br (0.23894, -7.08727, 3.19093)  0.6918
C (-0.53113, -5.44128, 2.62250)  -0.6864
C (0.19280, -4.60167, 1.79487)  -0.0985
C (-0.37233, -3.40492, 1.38462)  0.0083
C (-1.65538, -3.06491, 1.80286)  -0.2503
C (-2.36477, -3.91221, 2.65376)  -0.0210
C (-1.79985, -5.10866, 3.06725)  -0.1335
N (-2.19427, -1.83710, 1.36140)  0.0297
C (-3.43958, -1.61670, 1.30707)  -0.0910
C (-4.02176, -0.26503, 1.12012)  -0.2772
C (-5.40574, -0.14647, 1.07331)  -0.0371
C (-5.95004, 1.13118, 1.01902)  -0.0734
C (-5.10072, 2.22091, 1.02780)  -0.0359
C (-3.72252, 2.01066, 1.06887)  -0.1379
N (-3.20238, 0.78973, 1.09884)  0.0435
H (1.19257, -4.86700, 1.48106)  0.1088
H (0.18256, -2.73576, 0.73616)  0.0841
H (-3.32960, -3.61617, 3.04289)  0.1058
H (-2.32757, -5.76597, 3.74436)  0.0944
H (-4.18975, -2.40642, 1.43997)  0.1192
H (-6.03654, -1.02600, 1.09775)  0.1026
H (-7.02406, 1.26855, 0.99026)  0.0999
H (-5.48096, 3.23343, 1.01990)  0.1080
H (-3.01055, 2.83334, 1.11539)  0.0040
S (0.26460, 5.13977, 4.71836)  0.1972
C (0.13006, 4.27934, 3.27189)  -1.9117
S (1.50757, 3.72634, 2.40548)  0.2867
S (-1.49735, 3.92343, 2.66555)  0.2646

***

No. 2
Molecular formula: C34H39BiN8OS
Method: DFT, ωB97M-V/def2-TZVPD

Values from the calculation:
Orbital gap, eV: 7.279
E_HOMO, eV: -13.08
DFT total energy, eV: -66522.0280
Total charge: +2
Molar mass, g/mol: 816.8

Each line ends with the Löwdin charge.
Element x y z (Å)
Bi (-1.05134, -0.17824, -1.42667)  1.8554
C (-4.04884, 2.43906, 1.18221)  0.0061
C (-3.46516, 1.77034, -0.02561)  -0.2561
N (-2.29487, 2.00718, -0.48375)  -0.0160
N (-1.51565, 2.98026, 0.02122)  0.0020
C (-0.41821, 3.38424, -0.67802)  -0.8517
N (0.24049, 4.43524, -0.16362)  0.1252
S (0.10036, 2.61752, -2.06170)  0.6423
C (-4.27145, 0.82329, -0.83504)  -0.2551
C (-5.65551, 0.78699, -0.73615)  0.0175
C (-6.36734, -0.07027, -1.56450)  -0.0079
C (-5.68105, -0.86416, -2.46591)  -0.0111
C (-4.29888, -0.76215, -2.50663)  -0.1039
N (-3.61537, 0.05662, -1.71681)  -0.0359
H (-3.27532, 2.63260, 1.92740)  0.0772
H (-4.80438, 1.81135, 1.64829)  0.0920
H (-4.52099, 3.38867, 0.91645)  0.1144
H (-1.80040, 3.48917, 0.84782)  0.1464
H (-0.19121, 5.03421, 0.52469)  0.1184
H (0.93636, 4.86070, -0.75500)  0.1093
H (-6.17880, 1.42757, -0.04092)  0.1212
H (-7.44650, -0.11123, -1.50569)  0.1279
H (-6.19963, -1.54557, -3.12457)  0.1235
H (-3.71886, -1.36188, -3.20065)  0.1214
C (2.57646, -3.92287, 1.13896)  -0.0638
C (2.41787, -2.48532, 0.62494)  -0.2046
C (2.66814, -2.39012, -0.86164)  -0.1949
C (3.98342, -2.42550, -1.31252)  -0.0395
C (4.28088, -2.40227, -2.66387)  -0.0504
C (3.25634, -2.37180, -3.59504)  -0.0230
C (1.92811, -2.32059, -3.19155)  -0.1749
C (0.82620, -2.32899, -4.22308)  -0.1939
C (0.53699, -0.93163, -4.78608)  -0.0848
C (1.64381, -2.29759, -1.81899)  -0.2005
N (0.29147, -2.14935, -1.38180)  -0.0887
C (-0.27795, -3.08831, -0.69071)  -0.0724
C (-1.45383, -2.82567, 0.03613)  -0.3170
C (-2.18569, -3.61165, 0.92522)  -0.0002
C (-3.13482, -2.77489, 1.51041)  -0.0515
C (-2.95401, -1.51330, 0.95899)  -0.1377
N (-1.94452, -1.52686, 0.06407)  -0.1474
H (2.49596, -3.95140, 2.22589)  0.0818
H (3.54471, -4.33375, 0.85639)  0.0827
H (1.80212, -4.57383, 0.73125)  0.0645
H (3.14284, -1.85119, 1.14311)  0.1101
H (1.42483, -2.11650, 0.88608)  0.0926
H (4.78361, -2.48218, -0.58262)  0.1237
H (5.31267, -2.43420, -2.98918)  0.1151
H (3.48693, -2.40360, -4.65329)  0.1257
H (-0.08117, -2.75218, -3.79062)  0.0987
H (1.12774, -2.97826, -5.04524)  0.1220
H (0.14907, -0.26083, -4.01363)  -0.0010
H (-0.20010, -0.98470, -5.58727)  0.0823
H (1.44657, -0.48576, -5.18752)  0.0856
H (0.18221, -4.07321, -0.62709)  0.1505
H (-2.03770, -4.66339, 1.11334)  0.1218
H (-3.86178, -3.04503, 2.25841)  0.1082
H (-3.49221, -0.60788, 1.18254)  0.1002
C (3.80387, 2.03789, 2.77576)  0.0305
N (2.99861, 1.61701, 1.64280)  -0.0326
N (1.66105, 1.34084, 1.74129)  0.0778
C (1.24496, 0.76434, 0.57598)  -0.4092
O (-0.00004, 0.42871, 0.46204)  -0.2529
C (2.36298, 0.67777, -0.26084)  0.0273
C (3.42951, 1.20599, 0.43682)  -0.2258
C (4.85051, 1.31502, 0.02578)  0.0177
C (0.80051, 1.82570, 2.76832)  -0.1959
C (0.86740, 3.15714, 3.16482)  -0.0370
C (-0.02406, 3.63351, 4.11413)  -0.0631
C (-0.99287, 2.79012, 4.64276)  -0.0668
C (-1.05065, 1.46218, 4.24162)  -0.0580
C (-0.15050, 0.97001, 3.30881)  -0.0018
H (3.22101, 1.93673, 3.68651)  0.1009
H (4.12191, 3.07542, 2.67123)  0.1062
H (4.68818, 1.40855, 2.85591)  0.1055
H (2.39164, 0.27923, -1.25913)  0.1187
H (4.94012, 1.12669, -1.04044)  0.0961
H (5.46368, 0.57839, 0.55091)  0.1006
H (5.25484, 2.30146, 0.25453)  0.0974
H (1.61253, 3.81400, 2.73391)  0.1147
H (0.03593, 4.66338, 4.44069)  0.1153
H (-1.69375, 3.16603, 5.37611)  0.1151
H (-1.79471, 0.80063, 4.66514)  0.1153
H (-0.18528, -0.06360, 2.99370)  0.1221

***

No. 3
Molecular formula: C34H39ClCoIN6O3P
Method: DFT, ωB97M-V/def2-TZVPD

Values from the calculation:
⟨S²⟩: 3.759
Orbital gap (alpha / beta), eV: 7.388 / 7.362
2S+1: 4
E_HOMO (alpha / beta), eV: -7.09 / -7.08
DFT total energy, eV: -118511.1289
Total charge: 0
Molar mass, g/mol: 832.0
Energy above the lowest of the compared OMol25 structures with the same formula, charge and spin, kJ/mol: 0.00

Each line ends with the Mulliken spin population.
Element x y z (Å)
Co (0.81815, 0.19063, -0.49848)  2.6923
O (-0.73875, -0.80705, -1.52660)  0.0395
N (-1.58704, -0.22000, -2.28920)  0.0076
N (-1.38370, 1.03070, -2.37275)  -0.0122
O (-0.42231, 1.60716, -1.73865)  0.0590
C (-2.26388, 1.82623, -3.18619)  0.0018
C (-3.34952, 1.25595, -3.83872)  0.0006
C (-4.16645, 2.07008, -4.60537)  0.0005
C (-3.90712, 3.43098, -4.71810)  -0.0007
C (-2.82050, 3.97890, -4.05495)  -0.0001
C (-1.98867, 3.17971, -3.28200)  0.0024
H (-3.54597, 0.19937, -3.74276)  -0.0010
H (-5.01533, 1.63576, -5.11817)  0.0000
H (-4.55333, 4.05969, -5.31724)  0.0000
H (-2.61157, 5.03798, -4.13349)  0.0000
H (-1.13893, 3.57933, -2.74846)  -0.0005
Cl (4.12994, 5.99517, -2.52206)  0.0004
C (3.20871, 4.80369, -1.64228)  0.0019
C (2.53668, 5.16683, -0.51345)  -0.0004
C (1.78411, 4.23104, 0.21954)  0.0044
I (0.79678, 4.87360, 1.92828)  0.0005
C (1.66397, 2.90000, -0.16622)  -0.0166
O (0.97655, 2.01538, 0.46642)  -0.0104
C (2.40678, 2.53393, -1.36063)  -0.0027
N (2.32965, 1.22737, -1.72915)  0.0691
C (2.97177, 0.81031, -2.78909)  0.0049
C (3.74852, 1.66984, -3.58887)  0.0012
C (3.84267, 2.98645, -3.24378)  0.0001
C (3.16704, 3.46284, -2.09746)  0.0010
H (2.58265, 6.19310, -0.17429)  -0.0001
H (2.87261, -0.24089, -3.03385)  0.0012
H (4.25444, 1.28170, -4.46228)  -0.0002
H (4.42892, 3.67664, -3.83525)  -0.0001
N (3.39123, 0.42594, 1.56123)  -0.0206
C (2.48189, 0.05750, 0.94237)  0.0953
H (4.03890, 1.06268, 1.98153)  0.0045
C (-3.13655, -1.92965, 0.35638)  0.0022
C (-1.97293, -2.27160, 1.29441)  0.0001
C (-2.52757, -2.93907, 2.55486)  0.0001
C (-1.07733, -3.28256, 0.56172)  0.0155
P (-0.89549, -0.75933, 1.63909)  -0.0297
C (0.02214, -1.36774, 3.11402)  -0.0008
C (1.23474, -2.00756, 2.86235)  0.0316
C (1.99161, -2.57225, 3.88095)  0.0031
C (1.55030, -2.49416, 5.19167)  0.0001
C (0.34639, -1.85909, 5.46713)  0.0006
C (-0.40918, -1.31174, 4.44147)  -0.0029
C (-1.96303, 0.67813, 2.18613)  0.0175
C (-1.03606, 1.69805, 2.86283)  0.0049
C (-2.46872, 1.32392, 0.88323)  0.0069
C (-3.16656, 0.40135, 3.09225)  -0.0013
H (-3.66481, -2.85952, 0.12178)  0.0001
H (-2.78780, -1.49253, -0.57609)  -0.0005
H (-3.86151, -1.25694, 0.81400)  0.0000
H (-3.11947, -3.81029, 2.25547)  0.0000
H (-3.18023, -2.27763, 3.12486)  0.0003
H (-1.73540, -3.28985, 3.21739)  0.0001
H (-1.67128, -4.17241, 0.32720)  0.0002
H (-0.23828, -3.60584, 1.18113)  -0.0014
H (-0.69794, -2.86732, -0.37203)  -0.0004
H (1.59503, -2.06337, 1.84499)  -0.0053
H (2.92901, -3.06364, 3.64802)  0.0001
H (2.13633, -2.92478, 5.99391)  0.0000
H (-0.01276, -1.79612, 6.48685)  0.0000
H (-1.35279, -0.84804, 4.68805)  -0.0002
H (-0.14003, 1.88346, 2.26739)  -0.0005
H (-0.73964, 1.39899, 3.86634)  -0.0002
H (-1.57229, 2.64908, 2.94029)  0.0005
H (-1.64139, 1.66902, 0.25935)  0.0046
H (-3.08065, 2.19365, 1.14265)  0.0003
H (-3.08782, 0.64396, 0.29472)  -0.0011
H (-2.90130, -0.04152, 4.05233)  0.0000
H (-3.90776, -0.24274, 2.62115)  0.0004
H (-3.65696, 1.35699, 3.30364)  0.0001
C (3.57263, -4.86518, -0.80159)  0.0001
N (2.75570, -3.75594, -1.26104)  0.0001
C (1.95716, -3.72571, -2.38066)  0.0033
C (1.34427, -2.51061, -2.37506)  -0.0028
N (1.75205, -1.79223, -1.27542)  0.0387
C (2.59676, -2.57073, -0.63751)  -0.0038
H (3.63573, -5.60283, -1.59681)  0.0001
H (3.13062, -5.33231, 0.07730)  -0.0001
H (4.57757, -4.52035, -0.56668)  0.0000
H (1.89768, -4.56230, -3.05556)  0.0001
H (0.61857, -2.11310, -3.06250)  -0.0007
H (3.12031, -2.32655, 0.27405)  -0.0024